(1)
The following is a DFT calculation (wB97M-V/def2-TZVPD) of a structure of composition C33H26N5O5PRhS in a non-equilibrium geometry.

Geometry (Å):
Rh 0.729 -0.230 0.088
S -7.537 3.939 -2.404
P 1.424 -2.493 0.085
O -7.187 5.070 -3.247
O -0.667 -1.399 0.104
O -8.865 3.982 -1.828
O -7.150 2.645 -2.926
O 2.409 0.793 0.041
N -5.336 3.437 -0.914
N 1.410 2.117 0.089
N -1.049 1.067 0.109
N -6.826 5.069 -0.042
N 2.858 6.102 -0.009
C -3.324 2.724 0.151
C 5.367 -1.372 0.034
C 5.382 -3.787 0.077
C -2.304 2.861 1.086
C 6.059 -2.560 0.048
C 1.712 -3.501 -2.500
C -1.207 2.027 1.027
C 0.033 -4.760 -3.673
C 0.653 -3.472 3.950
C -6.435 4.180 -0.959
C -4.539 3.582 0.143
C -0.789 -4.686 -2.556
C 0.828 -4.851 1.552
C 3.940 -1.396 0.048
C -4.852 4.474 1.155
C 0.448 -4.845 3.927
C 3.251 -2.662 0.074
C 1.390 4.373 -0.790
C 3.140 -0.288 0.044
C 1.283 -4.159 -3.644
C 0.535 -5.532 2.725
C 3.988 -3.830 0.091
C -0.359 -4.022 -1.419
C -6.021 5.199 1.002
C 1.021 -3.473 1.561
C -3.163 1.731 -0.808
C 2.898 3.876 0.990
C 0.942 3.033 -0.739
C 0.933 -2.796 2.774
C 2.316 4.814 0.087
C 0.909 -3.444 -1.365
C 2.497 2.584 1.024
C -2.030 0.939 -0.790
H 3.683 4.192 1.667
H -6.336 5.918 1.753
H 1.922 -4.188 -4.518
H 5.945 -4.711 0.091
H 1.087 -1.723 2.810
H 0.178 2.684 -1.421
H 7.142 -2.549 0.040
H 5.897 -0.429 0.015
H 2.233 6.783 -0.411
H -3.916 1.573 -1.567
H 0.970 5.039 -1.535
H 2.913 1.874 1.716
H -1.030 -3.945 -0.573
H 0.378 -6.603 2.700
H -0.306 -5.267 -4.568
H 3.487 -4.792 0.113
H 3.283 6.437 0.842
H -1.890 0.160 -1.528
H -2.335 3.614 1.862
H -1.775 -5.133 -2.578
H -0.405 2.122 1.745
H -4.239 4.612 2.035
H 0.593 -2.927 4.883
H 0.907 -5.414 0.630
H 2.679 -3.013 -2.519
H 0.223 -5.377 4.843

Results
multiplicity	5
charge	-1
DFT total energy	-75455.00105	eV
HOMO level (alpha / beta)	-4.088 / -5.337	eV
energy above the lowest of the compared OMol25 structures with the same formula, charge and spin	6.411	eV
maximum force	0.2418	hartree/bohr
frontier orbital gap (alpha / beta)	6.03 / 6.68	eV

***

(2)
The following is a DFT calculation (wB97M-V/def2-TZVPD) of an isolated molecule of C4H5NOS in a non-equilibrium geometry.

Geometry (Å):
S -2.647 -0.582 -0.035
O 1.081 -1.580 0.038
N -0.229 -1.819 -0.242
C 1.225 -0.053 -0.004
C -0.373 1.803 -0.046
C -1.049 -0.707 -0.040
C -0.215 0.460 -0.159
H 1.815 0.240 0.883
H -1.376 2.178 0.320
H 1.890 0.063 -0.912
H -0.618 -2.558 0.467
H 0.496 2.556 -0.269

Results
charge	0
DFT total energy	-18598.06490	eV
HOMO level	-8.718	eV
SMILES string	C=C1CONC1=S
energy above the lowest of the compared OMol25 structures with the same formula, charge and spin	3.854	eV
maximum force	0.0950	hartree/bohr
frontier orbital gap	7.96	eV

***

(3)
The following is a DFT calculation (wB97M-V/def2-TZVPD) of a cluster of 6 separate species, C30H64B2F9N6O16P2S in total in a non-equilibrium geometry.

Geometry (Å):
S -1.761 -0.465 5.482
P -1.168 3.468 -0.520
P -1.105 2.170 -3.301
F -2.507 -0.529 6.971
F -3.264 -0.307 4.805
F -0.311 -0.788 6.287
F -1.949 -2.141 5.369
F 0.121 1.760 3.474
F 0.502 -0.760 4.105
F -2.118 1.540 2.951
F -1.322 -1.623 3.124
F -1.552 1.160 5.717
O -3.795 -0.793 -1.985
O 0.192 3.982 0.415
O 2.152 -1.596 -7.353
O 3.801 -1.572 -0.570
O 0.503 1.321 -1.429
O -8.269 -0.714 1.459
O 3.285 -4.466 -2.538
O -2.646 2.870 -3.596
O -2.352 3.392 0.457
O 4.226 3.582 1.302
O -4.096 1.477 -1.081
O 1.859 3.640 6.806
O 2.674 1.514 -3.465
O -0.889 -0.482 -1.752
O 4.447 -2.704 1.298
O -1.496 4.777 -1.579
N -8.917 -2.489 0.261
N 1.280 4.471 8.803
N 4.521 4.273 3.414
N 4.371 -5.708 -4.050
N 1.399 -3.650 -7.824
N 0.120 3.360 -3.819
C 3.806 -3.317 -7.449
C 1.329 -1.189 -0.879
C -0.869 -0.486 3.831
C 4.315 4.284 4.847
C 3.723 -2.698 0.279
C -5.431 1.045 -0.739
C 1.163 -0.459 -3.351
C -1.630 0.509 -0.988
C 5.451 -6.516 -4.574
C 1.034 3.701 7.707
C -0.889 0.860 2.992
C 2.645 0.077 -3.621
C -0.269 2.947 7.654
C 3.941 3.461 2.486
C 0.438 4.673 9.963
C -10.627 -1.092 1.339
C 1.492 -5.073 -8.069
C 3.496 3.106 -1.809
C -9.186 -1.403 1.035
C 2.403 -2.776 -7.534
C -1.636 0.019 0.538
C 2.957 2.430 2.969
C 5.416 -5.311 -1.860
C 3.918 1.997 -2.919
C -0.844 1.846 -1.412
C 4.275 -5.121 -2.824
C -9.853 -3.420 -0.331
C -5.532 0.124 0.563
C 2.712 -0.615 -0.261
C -0.464 0.586 1.451
B -3.222 0.374 -1.389
B 0.562 -0.104 -1.862
H 0.492 -0.025 -4.181
H 2.899 -0.190 -4.717
H 5.051 -7.498 -4.836
H -10.885 -3.172 -0.094
H -10.682 -0.201 1.964
H 0.989 4.351 10.849
H -1.503 -1.124 0.504
H 3.375 -0.497 -2.964
H 5.169 4.938 3.018
H -5.437 -0.985 0.283
H 5.835 -6.035 -5.476
H 2.516 -5.435 -8.001
H 2.170 4.947 8.769
H -5.972 0.507 -1.600
H -1.701 5.560 -1.013
H -3.208 -1.153 -2.680
H -0.494 4.116 9.895
H -9.716 -3.404 -1.414
H -6.591 0.241 1.006
H -11.173 -0.900 0.413
H 0.387 -0.185 1.528
H -4.814 0.447 1.382
H 2.996 -3.524 -0.007
H 4.502 2.512 -3.757
H 2.655 2.609 -1.203
H 2.581 1.862 2.119
H 1.186 -1.593 -3.558
H 3.570 -5.538 -4.641
H 1.630 -2.140 -1.455
H 3.446 1.739 3.659
H -0.330 2.247 8.491
H 0.551 4.783 -0.039
H -9.627 -4.421 0.044
H 4.494 -2.506 -7.211
H 5.197 -4.787 -0.930
H -0.322 2.382 6.729
H 0.645 2.861 -4.551
H 6.335 -4.898 -2.281
H -7.930 -2.634 0.100
H -6.075 1.975 -0.526
H 0.875 -5.591 -7.332
H 1.102 -5.277 -9.069
H -3.106 3.127 -2.766
H 3.951 5.273 5.135
H 2.999 3.964 -2.387
H 3.599 3.530 5.166
H 4.099 -3.751 -8.408
H -1.108 3.645 7.683
H 0.020 1.550 1.104
H 2.112 2.919 3.459
H -0.354 4.170 -4.247
H -11.084 -1.923 1.882
H 5.276 4.100 5.334
H 0.603 -1.567 -0.063
H 6.260 -6.636 -3.856
H 2.978 0.329 -0.843
H 2.678 -0.437 0.861
H 4.364 3.439 -1.162
H 0.487 -3.217 -7.864
H -2.693 0.178 0.942
H 5.546 -6.372 -1.637
H 4.531 1.218 -2.363
H 3.871 -4.068 -6.658
H 0.218 5.740 10.047

Results
charge	-1
DFT total energy	-129074.63491	eV
HOMO level	-4.503	eV
energy above the lowest of the compared OMol25 structures with the same formula, charge and spin	4.014	eV
maximum force	0.0911	hartree/bohr
frontier orbital gap	5.60	eV

***

(4)
The following is a DFT calculation (wB97M-V/def2-TZVPD) of a cluster of 2 separate species, C3H11N2O2 in total in a non-equilibrium geometry.

Geometry (Å):
O 2.505 -0.289 -0.292
O 0.704 1.395 -0.687
N -1.254 -0.733 -0.711
N 0.069 1.634 1.405
C 0.250 0.845 0.326
C -2.168 -1.796 -0.387
C -0.209 -0.603 0.336
H -1.604 -2.704 -0.120
H 2.806 0.157 -0.984
H 2.843 -0.771 0.321
H -0.282 1.462 2.366
H -0.871 -0.866 1.305
H 0.444 2.613 1.466
H -3.107 -1.914 -1.166
H 0.531 -1.434 0.295
H -0.658 -1.010 -1.566
H -1.674 0.134 -0.907
H -3.038 -1.495 0.312

Results
charge	+1
DFT total energy	-10355.50289	eV
HOMO level	-13.904	eV
energy above the lowest of the compared OMol25 structures with the same formula, charge and spin	4.249	eV
maximum force	0.1600	hartree/bohr
frontier orbital gap	10.57	eV

***

(5)
The following is a DFT calculation (wB97M-V/def2-TZVPD) of a structure of composition C25H26Cl3N5RuS2 in a non-equilibrium geometry.

Geometry (Å):
Ru 0.158 0.044 -0.068
Cl 2.376 4.217 2.427
Cl 1.515 2.535 4.670
Cl 3.401 1.490 2.701
S 2.649 0.325 -0.485
S 0.358 2.552 -1.256
N -0.378 -0.124 -2.390
N -0.226 -2.280 -0.514
N -2.224 -0.348 -0.420
N 0.036 1.618 1.493
N -0.191 -1.054 2.024
C -1.283 -0.549 4.074
C 4.416 2.376 -0.627
C -2.557 -1.696 -0.891
C -1.559 0.443 -2.644
C -2.638 -0.943 2.002
C 0.183 -0.015 -4.697
C 0.535 -4.504 -0.151
C 0.864 2.078 2.165
C -1.313 -0.812 2.708
C 2.971 1.991 -0.731
C 0.757 -3.146 -0.304
C -0.771 -4.969 -0.213
C -2.473 0.651 -1.461
C -2.904 0.008 0.825
C 0.469 -0.354 -3.384
C -1.913 0.835 -3.929
C -1.484 -2.714 -0.574
C 1.076 -0.872 4.040
C -0.078 -0.575 4.750
C 1.964 2.557 2.934
C 2.299 4.390 -1.195
C 2.005 2.930 -1.027
C -1.795 -4.062 -0.425
C 0.970 -1.090 2.679
C -1.025 0.609 -4.969
H -2.263 1.646 -1.044
H -0.988 -6.021 -0.099
H 2.033 -0.929 4.531
H -2.579 1.016 1.107
H -3.424 -0.765 2.740
H -3.995 0.027 0.661
H 3.355 4.621 -1.116
H -0.044 -0.397 5.814
H 1.843 -1.335 2.083
H 1.923 4.740 -2.158
H 1.404 -0.828 -3.115
H -2.823 -4.397 -0.479
H -2.727 -1.980 1.669
H 1.766 4.951 -0.425
H -1.273 0.915 -5.974
H -3.523 0.636 -1.792
H -3.525 -2.030 -0.495
H -2.203 -0.344 4.599
H 0.892 -0.226 -5.480
H -2.861 1.320 -4.109
H 1.759 -2.731 -0.271
H 1.362 -5.180 0.005
H 5.023 1.495 -0.441
H 4.761 2.846 -1.548
H -2.649 -1.675 -1.984
H 4.564 3.087 0.187

Results
multiplicity	6
charge	+1
DFT total energy	-95610.29541	eV
HOMO level (alpha / beta)	-9.483 / -10.569	eV
energy above the lowest of the compared OMol25 structures with the same formula, charge and spin	0.882	eV
maximum force	0.0478	hartree/bohr
frontier orbital gap (alpha / beta)	6.86 / 6.59	eV

***

(6)
The following is a DFT calculation (wB97M-V/def2-TZVPD) of a structure of composition C13H18Cl5I2OP2V in a non-equilibrium geometry.

Geometry (Å):
I 0.303 -0.273 -3.618
I 3.513 1.646 -0.484
V 1.417 0.491 -1.359
Cl -4.048 -1.433 3.575
Cl 0.730 0.811 4.585
Cl 1.412 0.699 1.526
Cl -3.764 -1.185 0.647
Cl -2.004 -0.284 5.523
P -0.308 2.342 -1.220
P 1.668 -1.969 -0.717
O -1.476 -0.954 -1.006
C 1.561 -2.605 1.003
C -1.036 -0.295 1.164
C -0.970 3.010 0.359
C -1.684 -0.321 3.908
C 0.427 3.780 -2.018
C -0.108 0.154 2.089
C -0.620 -0.393 -0.432
C 3.313 -2.428 -1.267
C -2.344 -0.750 1.576
C -2.600 -0.804 2.964
C -0.435 0.178 3.496
C -1.895 2.102 -2.119
C 0.573 -3.202 -1.529
H 1.428 3.956 -1.631
H 4.039 -1.689 -0.930
H 1.952 -3.637 1.009
H -1.712 2.322 0.796
H -1.462 3.974 0.142
H 0.490 3.582 -3.089
H -0.163 3.167 1.089
H -2.452 3.048 -2.093
H 0.515 -2.621 1.350
H 3.533 -3.420 -0.870
H -0.471 -3.065 -1.217
H 2.151 -1.984 1.692
H -0.228 4.635 -1.841
H 0.644 -3.043 -2.611
H -2.483 1.290 -1.671
H 0.933 -4.206 -1.260
H -1.650 1.831 -3.153
H 3.310 -2.458 -2.358

Results
multiplicity	3
charge	+2
DFT total energy	-138882.21655	eV
HOMO level (alpha / beta)	-14.707 / -15.041	eV
energy above the lowest of the compared OMol25 structures with the same formula, charge and spin	0.625	eV
maximum force	0.0511	hartree/bohr
frontier orbital gap (alpha / beta)	6.71 / 4.01	eV